{
  "formula": "C25H26FN3O8Pt",
  "method": "ωB97M-V with the def2-TZVPD basis set",
  "symbols": ["Pt", "O", "C", "O", "C", "C", "C", "C", "C", "O", "C", "C", "O", "O", "H", "H", "H", "H", "H", "H", "H", "H", "F", "C", "C", "C", "C", "O", "C", "C", "N", "C", "C", "C", "C", "C", "C", "N", "C", "C", "N", "C", "C", "C", "O", "O", "H", "H", "H", "H", "H", "H", "H", "H", "H", "H", "H", "H", "H", "H", "H", "H", "H", "H"],
  "coordinates": [[3.353824, 2.005447, -1.831831], [7.206205, 2.351482, -0.990718], [6.007930, 2.245901, -0.865443], [5.136417, 2.852325, -1.627608], [5.443958, 1.458516, 0.331087], [4.262171, 2.163232, 1.002253], [4.057056, 1.627470, 2.422474], [3.448680, 0.231517, 2.146472], [3.427126, 0.204350, 0.616102], [3.122180, 1.587721, 0.308672], [4.848387, 0.044356, 0.056241], [4.802959, -0.475755, -1.385230], [5.175067, -1.605795, -1.618638], [4.299448, 0.310361, -2.286325], [6.281975, 1.366188, 1.021184], [4.232078, 3.243241, 0.878813], [3.363075, 2.259037, 2.973929], [4.995430, 1.586571, 2.973417], [2.436133, 0.160811, 2.542049], [4.038533, -0.588060, 2.554990], [2.674222, -0.432440, 0.154803], [5.395469, -0.712228, 0.617364], [-0.801003, -3.186817, -1.854323], [-0.991156, -1.929349, -1.376148], [-0.090300, -0.951475, -1.678621], [-0.323826, 0.381850, -1.217523], [0.598194, 1.403237, -1.516373], [1.618551, 1.102003, -2.264449], [0.344503, 2.720919, -1.005737], [-0.808960, 2.936866, -0.327594], [-1.721375, 1.962191, -0.049896], [-2.968273, 2.286200, 0.583720], [-3.185630, 1.931154, 2.028855], [-3.032485, 3.366222, 1.612826], [-1.504364, 0.656170, -0.469594], [-2.399534, -0.355403, -0.176360], [-2.126217, -1.675736, -0.618417], [-3.132642, -2.688918, -0.339002], [-2.648849, -4.006359, 0.178202], [-3.880698, -4.818435, 0.634432], [-5.057775, -3.970278, 0.514460], [-5.334810, -3.654667, -0.880774], [-4.098271, -2.936753, -1.458523], [1.233582, 3.936936, -1.184079], [0.772199, 5.033832, -0.925500], [2.451132, 3.773182, -1.597136], [0.781486, -1.162366, -2.277427], [-1.039161, 3.935653, 0.010363], [-3.821800, 2.178865, -0.079711], [-2.349061, 1.481079, 2.544464], [-4.159378, 1.571494, 2.330543], [-2.119528, 3.867466, 1.894724], [-3.906109, 4.000765, 1.600680], [-3.286322, -0.158555, 0.407481], [-1.950810, -3.794453, 0.985705], [-2.110103, -4.497913, -0.625614], [-3.765668, -5.114475, 1.675715], [-3.960831, -5.731410, 0.030812], [-3.715661, -2.336836, 0.429583], [-5.861183, -4.384050, 0.966275], [-6.203946, -2.999315, -0.920830], [-5.551615, -4.545977, -1.482222], [-4.333821, -1.972559, -1.902935], [-3.566814, -3.538245, -2.194099]],
  "atomic_forces_ev_per_a": [[0.113, 0.169, -1.014], [-0.053, 0.035, -0.052], [0.127, -0.087, 0.250], [-0.061, 0.132, -0.125], [0.245, 0.028, 0.036], [0.199, 0.263, 0.251], [-0.001, 0.104, -0.067], [-0.065, -0.034, -0.097], [-0.054, -0.352, 0.082], [-0.274, -0.059, 0.566], [0.072, -0.229, 0.060], [0.090, -0.133, 0.274], [0.061, -0.002, -0.007], [-0.212, 0.153, -0.292], [-0.049, 0.028, -0.023], [-0.007, -0.034, 0.013], [-0.001, 0.014, 0.003], [-0.007, 0.015, -0.032], [0.001, -0.022, -0.001], [-0.016, 0.015, -0.039], [-0.002, 0.015, 0.018], [-0.060, 0.028, -0.034], [-0.012, 0.017, 0.021], [-0.101, 0.042, -0.087], [-0.049, -0.048, -0.007], [0.018, 0.112, -0.032], [-0.203, 0.055, 0.084], [0.061, -0.111, 0.161], [0.007, -0.021, 0.060], [0.093, 0.031, -0.077], [0.051, 0.005, 0.045], [-0.074, 0.022, 0.023], [0.020, -0.019, -0.014], [-0.033, -0.024, 0.002], [0.013, -0.046, -0.007], [0.044, -0.036, -0.037], [0.187, 0.007, 0.057], [-0.105, 0.017, 0.045], [0.115, -0.097, 0.023], [0.007, -0.094, 0.026], [-0.076, -0.035, 0.071], [-0.083, -0.019, -0.051], [-0.002, -0.031, -0.132], [-0.234, -0.018, 0.013], [0.009, -0.004, 0.026], [0.211, 0.034, 0.009], [0.056, -0.031, -0.015], [-0.011, 0.000, -0.025], [0.015, 0.034, 0.010], [0.029, -0.011, 0.004], [-0.028, 0.002, -0.013], [0.054, 0.002, -0.010], [-0.012, 0.004, 0.006], [-0.047, 0.016, 0.052], [-0.050, 0.019, -0.001], [0.014, 0.051, 0.056], [0.006, -0.019, -0.026], [-0.006, 0.017, 0.011], [0.043, 0.078, -0.075], [0.019, 0.038, 0.004], [0.001, -0.024, -0.024], [0.005, 0.010, 0.010], [-0.003, -0.018, 0.048], [0.004, 0.048, -0.006]],
  "lowdin_charge": [1.564, 0.096, -0.581, -0.161, -0.106, -0.228, -0.081, -0.083, -0.229, -0.171, -0.101, -0.584, 0.080, -0.146, 0.155, 0.170, 0.116, 0.121, 0.114, 0.121, 0.165, 0.155, 0.059, -0.226, 0.067, -0.068, -0.300, -0.185, -0.038, 0.034, 0.010, -0.275, -0.095, -0.084, -0.126, 0.031, -0.172, -0.070, -0.066, -0.168, -0.085, -0.171, -0.057, -0.574, 0.058, -0.154, 0.132, 0.136, 0.153, 0.111, 0.100, 0.106, 0.107, 0.101, 0.144, 0.123, 0.123, 0.122, 0.168, 0.124, 0.122, 0.121, 0.139, 0.138],
  "homo_lumo_gap_ev": [5.2, 7.6],
  "spin_multiplicity": 3
}